P.
Below is 2 unconnected molecules or ions with the total composition BrClFHSi, with properties calculated with ωB97M-V with the def2-TZVPD basis set.

Computed properties:
E_LUMO: -2.09 eV
multiplicity: 1
frontier orbital gap: 0.2775 Eh

```
5
Properties=species:S:1:pos:R:3:lowdin_charge:R:1
F 0.27 -0.45 1.70 -0.210
Si 0.06 -0.36 0.13 0.219
Cl -1.17 2.44 -0.76 -0.408
Br 1.99 -0.66 -0.77 0.450
H -1.15 -0.97 -0.30 -0.050
```

Q.
Below is 2 unconnected molecules or ions with the total composition BrClFHSi, with properties calculated with ωB97M-V with the def2-TZVPD basis set.

Computed properties:
E_LUMO: -0.81 eV
multiplicity: 1
frontier orbital gap: 0.3423 Eh

```
5
Properties=species:S:1:pos:R:3:lowdin_charge:R:1
F 2.95 -0.94 0.28 -0.410
Si 1.77 -0.66 -0.81 0.287
Cl -3.20 -0.33 0.60 0.258
Br 1.16 1.33 0.02 0.129
H -2.68 0.60 -0.09 -0.264
```

Q has the most favorable energy; the next structure is 1.017 eV above.

P.
Below is a single C2H2FOP molecule, with properties calculated with ωB97M-V with the def2-TZVPD basis set.

Computed properties:
E_LUMO: -1.33 eV
SMILES: [H]/P=C/C(=O)F
multiplicity: 1
frontier orbital gap: 0.3518 Eh

```
7
Properties=species:S:1:pos:R:3:lowdin_charge:R:1
H 0.91 -1.29 -0.02 -0.107
P 1.22 -0.11 0.79 0.910
C 0.01 0.94 0.47 -0.483
C -0.22 2.10 1.30 -0.587
O -1.20 2.74 1.46 0.148
F 0.87 2.38 2.15 -0.022
H -1.06 0.77 -0.10 0.141
```

Q.
Below is a single C2H2FOP molecule, with properties calculated with ωB97M-V with the def2-TZVPD basis set.

Computed properties:
E_LUMO: -0.69 eV
SMILES: O=C1CP1F
multiplicity: 1
frontier orbital gap: 0.3289 Eh

```
7
Properties=species:S:1:pos:R:3:lowdin_charge:R:1
O 0.70 -2.00 -0.03 0.015
C 0.31 -0.80 -0.14 -0.601
C -0.83 0.11 -0.09 -0.170
P 1.00 0.77 -0.66 0.993
F 1.55 1.07 0.88 -0.372
H -1.69 0.11 -0.73 0.070
H -1.05 0.73 0.76 0.066
```

P has the most favorable energy; the next structure is 0.292 eV above.

P.
Below is 8 unconnected molecules or ions with the total composition H17O8, with properties calculated with ωB97M-V with the def2-TZVPD basis set.

Computed properties:
E_LUMO: -3.39 eV
total charge: +1
multiplicity: 1
frontier orbital gap: 0.3625 Eh

```
25
Properties=species:S:1:pos:R:3:lowdin_charge:R:1
O 0.57 -0.25 -1.10 0.235
H 1.53 0.04 -1.20 0.079
H 0.12 0.38 -0.53 0.070
H 0.80 -1.13 -0.72 0.153
O -1.38 -2.52 -1.37 -0.029
H -1.62 -1.88 -2.02 0.030
H -2.09 -3.02 -1.01 0.035
O 0.42 1.94 0.47 -0.106
H -0.09 2.66 -0.04 0.099
H 0.50 2.20 1.46 0.133
O 0.18 -1.74 1.53 -0.124
H -0.14 -2.69 1.66 0.118
H -0.60 -1.09 1.67 0.064
O -2.03 0.07 1.29 -0.136
H -2.44 0.78 0.64 0.108
H -2.20 0.47 2.23 0.115
O -1.86 1.76 -2.01 -0.080
H -2.60 2.00 -2.67 0.112
H -0.99 1.97 -2.33 0.012
O 2.96 0.71 -1.25 -0.012
H 2.93 1.70 -1.31 0.112
H 3.54 0.50 -2.00 0.101
O 1.72 -0.62 2.99 -0.082
H 1.58 -1.02 2.13 -0.023
H 1.20 -1.23 3.50 0.017
```

Q.
Below is 8 unconnected molecules or ions with the total composition H17O8, with properties calculated with ωB97M-V with the def2-TZVPD basis set.

Computed properties:
E_LUMO: -3.14 eV
total charge: +1
multiplicity: 1
frontier orbital gap: 0.3930 Eh

```
25
Properties=species:S:1:pos:R:3:lowdin_charge:R:1
O 0.48 1.29 -0.97 0.248
H -0.24 0.75 -1.40 0.104
H 1.20 0.56 -0.82 0.107
H 0.05 1.39 -0.16 0.060
O -0.18 -0.88 0.78 -0.072
H -0.55 -1.35 -0.05 0.030
H -0.24 -1.58 1.39 0.024
O -1.69 0.33 -2.24 -0.035
H -1.78 0.05 -3.17 0.090
H -2.60 0.65 -2.04 0.101
O 2.23 -1.94 1.79 -0.023
H 2.13 -1.23 1.15 -0.018
H 2.46 -2.68 1.28 0.011
O -2.34 1.83 0.76 -0.028
H -2.70 2.72 0.93 0.069
H -2.86 1.26 1.28 0.023
O 0.54 2.07 2.27 -0.059
H 1.18 2.75 2.56 0.058
H -0.24 2.60 2.48 0.033
O 2.58 -0.24 -0.71 -0.008
H 2.95 0.33 0.00 0.111
H 3.28 -0.79 -1.02 0.088
O -1.46 -2.40 -1.15 -0.032
H -1.41 -3.34 -1.10 0.058
H -0.80 -2.14 -1.82 0.061
```

Q has the most favorable energy; the next structure is 0.808 eV above.

P.
Below is a single C2H8N2O3 molecule, with properties calculated with ωB97M-V with the def2-TZVPD basis set.

Computed properties:
E_LUMO: 0.81 eV
SMILES: NC(N)(O)C(O)O
multiplicity: 1
frontier orbital gap: 0.3770 Eh

```
15
Properties=species:S:1:pos:R:3:lowdin_charge:R:1
N -0.97 -1.09 0.76 0.104
C -0.30 0.14 0.50 -0.652
N 0.48 0.61 1.59 0.105
O -1.21 1.08 0.04 0.017
C 0.72 -0.21 -0.80 -0.369
O 0.12 -1.15 -1.66 -0.011
O 1.08 0.95 -1.51 -0.009
H -0.45 -1.67 1.42 0.100
H -1.97 -0.98 0.80 0.101
H 1.04 1.41 1.33 0.089
H -0.03 0.70 2.46 0.087
H -0.77 1.44 -0.76 0.099
H 1.63 -0.67 -0.37 0.144
H -0.82 -1.20 -1.45 0.087
H 1.47 0.66 -2.35 0.108
```

Q.
Below is a molecular structure, C2H8N2O3, with properties calculated with ωB97M-V with the def2-TZVPD basis set.

Computed properties:
E_LUMO: 0.47 eV
multiplicity: 1
frontier orbital gap: 0.3592 Eh

```
15
Properties=species:S:1:pos:R:3:lowdin_charge:R:1
C 0.14 1.84 -0.13 -0.130
C 2.73 0.14 0.01 -0.504
N 1.67 0.70 -0.03 0.099
N -2.06 -0.67 -0.31 0.087
O 0.26 -1.79 0.49 -0.034
O -0.73 1.33 0.67 -0.080
O 3.76 -0.41 -0.09 0.080
H -0.14 1.77 -1.11 0.072
H 0.51 2.75 0.42 0.129
H 0.99 -2.01 1.00 0.027
H -2.24 -0.70 -1.30 0.078
H -2.86 -1.07 0.19 0.089
H -1.24 -1.06 0.10 -0.022
H -1.35 0.43 0.34 0.079
H 0.56 -1.24 -0.24 0.031
```

P has the most favorable energy; the next structure is 1.780 eV above.

P.
Below is a gas-phase ion, C4H10N3 (charge +1), with properties calculated with ωB97M-V with the def2-TZVPD basis set.

Computed properties:
E_LUMO (spin up / spin down): -3.81 / -6.89 eV
total charge: +1
multiplicity: 3
frontier orbital gap (spin up / spin down): 0.2813 / 0.3259 Eh

```
17
Properties=species:S:1:pos:R:3:lowdin_charge:R:1
C -0.34 -0.97 1.65 -0.015
C 1.66 0.21 -0.37 0.005
C -0.34 0.71 -1.73 -0.021
C 0.22 0.14 -0.47 -0.324
N -3.00 -0.44 0.52 0.142
N -0.58 -0.34 0.40 0.035
N -2.19 0.01 -0.14 0.056
H -1.20 -1.52 2.03 0.101
H 0.63 -1.46 1.81 0.117
H -0.08 -0.20 2.32 0.091
H 2.20 1.17 -0.35 0.125
H 2.04 -0.36 -1.18 0.104
H 1.95 -0.20 0.69 0.123
H -1.17 0.22 -2.22 0.092
H -0.61 1.79 -1.52 0.136
H 0.59 0.86 -2.34 0.107
H -3.50 -0.82 1.27 0.125
```

Q.
Below is a gas-phase ion, C4H10N3 (charge +1), with properties calculated with ωB97M-V with the def2-TZVPD basis set.

Computed properties:
E_LUMO (spin up / spin down): -3.79 / -6.94 eV
total charge: +1
multiplicity: 3
frontier orbital gap (spin up / spin down): 0.2027 / 0.2645 Eh

```
17
Properties=species:S:1:pos:R:3:lowdin_charge:R:1
C -1.70 0.23 -0.09 -0.285
C -0.17 1.92 0.13 -0.066
C 0.53 0.52 0.36 -0.229
C 1.83 0.27 -0.30 -0.084
N -1.57 1.46 0.01 0.189
N -0.58 -0.61 -0.39 -0.068
N -0.70 -1.98 0.07 0.126
H -2.68 -0.27 0.06 0.129
H -0.06 2.60 0.94 0.123
H 0.23 2.36 -0.75 0.113
H 0.64 0.32 1.43 0.135
H 1.67 0.19 -1.38 0.087
H 2.09 -0.83 -0.11 0.105
H 2.60 1.03 -0.16 0.096
H -0.27 -2.65 -0.74 0.235
H -1.69 -2.42 -0.05 0.197
H -0.15 -2.13 0.98 0.196
```

P has the most favorable energy; the next structure is 1.533 eV above.

P.
Below is 2 unconnected molecules or ions with the total composition C5H9NO3, with properties calculated with ωB97M-V with the def2-TZVPD basis set.

Computed properties:
E_LUMO: -0.20 eV
multiplicity: 1
frontier orbital gap: 0.3673 Eh

```
18
Properties=species:S:1:pos:R:3:lowdin_charge:R:1
C -2.26 -0.83 0.33 -0.098
C -0.87 -0.27 0.61 -0.188
C -0.35 0.64 -0.52 -0.340
O -1.10 1.81 -0.68 0.006
C 1.08 1.05 -0.21 -0.261
O 1.37 2.08 0.35 0.141
C 2.22 0.07 -0.54 -0.432
N 2.96 -0.35 0.46 0.111
H -2.27 -1.38 -0.62 0.083
H -2.56 -1.51 1.13 0.077
H -3.01 -0.03 0.28 0.074
H -0.87 0.32 1.54 0.130
H -0.16 -1.09 0.76 0.119
H -0.33 0.05 -1.46 0.156
H -1.95 1.59 -1.07 0.097
O 1.98 -0.98 -1.24 -0.056
H 3.27 0.40 1.08 0.088
H 2.85 -1.55 -0.23 0.290
```

Q.
Below is a single C5H9NO3 molecule, with properties calculated with ωB97M-V with the def2-TZVPD basis set.

Computed properties:
E_LUMO: 0.54 eV
SMILES: C=[N+]([O-])OC/C=C(/C)O
multiplicity: 1
frontier orbital gap: 0.3315 Eh

```
18
Properties=species:S:1:pos:R:3:lowdin_charge:R:1
C 0.02 3.20 0.15 0.119
N -0.52 2.06 0.21 -0.269
O -1.59 1.65 -0.24 -0.013
O 0.17 1.18 1.22 -0.020
C -0.48 -0.02 1.42 -0.240
C 0.18 -1.18 0.71 -0.044
C 0.20 -1.18 -0.65 -0.342
C 0.92 -2.50 -1.25 -0.003
O -0.40 -0.44 -1.59 0.066
H -0.39 4.02 -0.33 0.088
H 0.85 3.38 0.77 0.091
H -0.59 -0.22 2.52 0.142
H -1.45 0.01 1.05 0.092
H 0.76 -1.89 1.27 0.095
H 0.14 -3.19 -1.38 0.059
H 1.67 -3.05 -0.67 0.080
H 1.33 -2.15 -2.10 0.022
H -0.82 0.33 -1.11 0.074
```

R.
Below is a single C5H9NO3 molecule, with properties calculated with ωB97M-V with the def2-TZVPD basis set.

Computed properties:
E_LUMO: 0.72 eV
SMILES: COC/C=C\N(O)C=O
multiplicity: 1
frontier orbital gap: 0.3754 Eh

```
18
Properties=species:S:1:pos:R:3:lowdin_charge:R:1
C 1.83 -1.60 0.11 -0.094
O 2.19 -0.26 -0.16 -0.191
C 1.29 0.67 -0.76 -0.194
C 0.53 1.51 0.28 -0.004
C -0.75 1.34 0.64 -0.082
N -1.46 0.15 0.34 -0.182
O -1.49 -0.73 1.37 0.049
C -2.40 0.10 -0.61 -0.326
O -3.22 -0.77 -0.84 0.028
H 2.28 -1.94 1.05 0.087
H 0.75 -1.70 0.13 0.068
H 2.21 -2.28 -0.70 0.095
H 1.95 1.41 -1.25 0.126
H 0.59 0.22 -1.44 0.112
H 1.16 2.28 0.70 0.105
H -1.20 2.05 1.37 0.134
H -1.95 -1.50 0.98 0.117
H -2.30 1.04 -1.23 0.153
```

S.
Below is a molecular structure, C5H9NO3, with properties calculated with ωB97M-V with the def2-TZVPD basis set.

Computed properties:
E_LUMO: 0.66 eV
multiplicity: 1
frontier orbital gap: 0.3388 Eh

```
18
Properties=species:S:1:pos:R:3:lowdin_charge:R:1
C -1.47 -0.02 -0.97 0.027
C 1.76 -0.57 0.90 -0.045
C 0.24 1.86 -0.30 0.013
N 0.71 -0.58 -0.10 -0.221
C -1.86 -0.71 0.32 -0.339
C -0.30 0.47 -0.11 -0.529
O 0.60 -1.80 -0.78 -0.004
O -2.74 -1.40 0.72 0.174
O -1.02 0.28 1.12 0.033
H 0.26 -2.45 -0.14 0.112
H -2.15 0.75 -1.32 0.135
H -1.26 -0.71 -1.79 0.121
H 2.01 0.43 1.23 0.080
H 1.46 -1.15 1.78 0.087
H 2.66 -1.00 0.46 0.089
H 0.84 2.16 0.56 0.079
H 0.85 1.90 -1.20 0.097
H -0.59 2.55 -0.39 0.090
```

P has the most favorable energy; the next structure is 0.089 eV above.

P.
Below is a single C5H8I2O molecule, with properties calculated with ωB97M-V with the def2-TZVPD basis set.

Computed properties:
E_LUMO: 0.25 eV
SMILES: ICC1(CI)COC1
multiplicity: 1
frontier orbital gap: 0.3605 Eh

```
16
Properties=species:S:1:pos:R:3:lowdin_charge:R:1
I -0.52 -1.31 -1.78 0.790
C -0.32 -0.80 0.29 -0.591
C 0.49 0.50 0.53 -0.597
C -0.23 1.70 -0.13 -0.583
I 0.57 3.66 0.37 0.798
C 0.87 0.65 2.04 -0.150
O 2.27 0.52 1.69 -0.103
C 1.99 0.47 0.29 -0.185
H -1.34 -0.74 0.72 0.066
H 0.22 -1.66 0.76 0.070
H -1.25 1.69 0.14 0.033
H -0.21 1.62 -1.25 0.026
H 0.58 -0.18 2.75 0.138
H 0.57 1.56 2.48 0.065
H 2.48 1.29 -0.28 0.111
H 2.31 -0.47 -0.15 0.110
```

Q.
Below is a molecular structure, C5H8I2O, with properties calculated with ωB97M-V with the def2-TZVPD basis set.

Computed properties:
E_LUMO: 0.01 eV
multiplicity: 1
frontier orbital gap: 0.2765 Eh

```
16
Properties=species:S:1:pos:R:3:lowdin_charge:R:1
C -2.74 -0.02 0.62 -1.066
C 0.18 -0.57 -0.48 -0.515
C 1.63 0.42 1.39 -0.034
C -0.34 -0.75 -1.87 -0.158
C 1.18 0.21 -0.07 -0.461
O 1.94 0.67 -1.08 0.065
I -2.67 1.48 2.19 0.499
I -1.23 -1.46 0.99 1.271
H -3.61 -0.52 0.76 -0.191
H 0.77 0.96 1.88 0.068
H 2.49 1.15 1.32 0.101
H 1.81 -0.60 1.66 0.067
H -1.49 -0.35 -1.74 0.099
H -0.40 -1.89 -2.10 0.090
H 0.27 -0.23 -2.66 0.083
H 2.21 1.51 -0.82 0.082
```

P has the most favorable energy; the next structure is 3.981 eV above.

P.
Below is 13 unconnected molecules or ions with the total composition BH28O12, with properties calculated with ωB97M-V with the def2-TZVPD basis set.

Computed properties:
E_LUMO: 2.68 eV
total charge: -1
multiplicity: 1
frontier orbital gap: 0.3660 Eh

```
41
Properties=species:S:1:pos:R:3:lowdin_charge:R:1
B 0.52 -0.58 -0.50 -0.401
H 1.16 -1.57 -0.88 0.004
H -0.26 -0.28 -1.38 -0.014
H -0.05 -0.87 0.50 -0.026
H 1.26 0.36 -0.28 -0.031
O -2.14 -3.21 2.02 -0.063
H -1.37 -3.30 2.58 0.037
H -2.19 -2.26 1.82 0.035
O -2.66 0.60 -2.93 -0.068
H -3.54 0.61 -3.26 0.002
H -2.81 0.21 -2.04 -0.011
O 2.91 -0.97 1.75 -0.066
H 2.86 -0.14 2.27 0.062
H 2.15 -0.84 1.18 -0.043
O 4.15 0.46 -0.47 -0.033
H 3.92 0.40 -1.40 0.051
H 3.67 -0.12 0.07 -0.049
O -3.62 -0.56 -0.59 -0.052
H -3.00 -0.63 0.16 0.049
H -3.92 -1.44 -0.76 0.046
O 0.02 1.90 2.31 -0.038
H 0.96 1.84 2.10 0.031
H -0.33 1.65 1.48 -0.024
O 1.21 -0.62 -3.85 -0.046
H 0.62 0.10 -3.72 0.007
H 1.06 -1.12 -3.07 -0.030
O 0.18 2.90 -1.43 -0.017
H -0.12 3.25 -0.59 0.035
H 0.44 2.04 -1.32 -0.065
O -0.08 -0.63 3.66 -0.069
H -0.52 -0.44 4.51 0.034
H -0.07 0.23 3.24 -0.030
O 2.70 2.96 0.53 -0.038
H 3.43 2.53 0.94 0.003
H 2.51 2.22 -0.02 -0.024
O -1.89 1.56 0.12 -0.033
H -1.43 0.90 -0.35 -0.057
H -2.16 2.12 -0.59 0.042
O -1.45 -3.20 -0.91 -0.049
H -1.24 -3.57 -0.06 0.001
H -0.88 -2.47 -0.88 -0.064
```

Q.
Below is 13 unconnected molecules or ions with the total composition BH28O12, with properties calculated with ωB97M-V with the def2-TZVPD basis set.

Computed properties:
E_LUMO: 2.11 eV
total charge: -1
multiplicity: 1
frontier orbital gap: 0.3571 Eh

```
41
Properties=species:S:1:pos:R:3:lowdin_charge:R:1
B 0.11 0.25 -0.22 -0.391
H 0.20 0.44 0.97 -0.025
H -0.94 0.56 -0.69 0.013
H 0.97 0.88 -0.77 -0.016
H 0.39 -0.92 -0.36 -0.002
O 0.23 -2.70 -2.97 -0.059
H -0.63 -2.97 -3.31 0.046
H 0.24 -1.75 -3.08 0.004
O 0.45 -0.14 3.74 -0.045
H 1.37 -0.32 3.55 0.028
H -0.01 -0.90 3.36 0.046
O 0.07 0.21 -3.26 -0.076
H 0.16 1.15 -3.43 0.050
H -0.04 0.15 -2.30 -0.040
O 2.39 3.53 -0.11 -0.052
H 2.82 2.66 -0.04 0.035
H 2.42 3.73 -1.05 0.048
O -1.59 1.52 2.47 -0.068
H -0.85 1.18 1.94 -0.028
H -1.53 1.05 3.31 0.029
O 3.10 -0.67 -1.22 -0.082
H 2.49 -0.33 -0.55 -0.024
H 2.54 -0.78 -1.99 0.019
O 0.36 -4.03 -0.50 -0.079
H 0.49 -3.46 -1.27 -0.006
H 0.65 -3.49 0.24 0.027
O -3.92 1.68 0.89 -0.089
H -3.79 0.84 0.43 0.005
H -3.07 1.82 1.33 -0.017
O -2.32 -3.15 -1.51 -0.083
H -1.69 -3.77 -1.12 0.003
H -2.24 -2.37 -0.94 -0.008
O -2.36 -1.25 0.57 -0.073
H -2.05 -1.52 1.44 0.048
H -1.57 -0.84 0.16 -0.041
O 2.90 1.66 2.62 -0.044
H 3.24 1.04 3.28 0.027
H 2.00 1.38 2.43 0.012
O -0.44 3.54 -0.85 -0.078
H -0.92 2.71 -0.76 -0.003
H 0.41 3.36 -0.42 -0.015
```

Q has the most favorable energy; the next structure is 0.436 eV above.